Entry 1:
{"formula": "C33H36N6O4S2Ti", "method": "ωB97M-V/def2-TZVPD", "symbols": ["Ti", "S", "S", "O", "O", "O", "O", "N", "N", "N", "N", "N", "N", "C", "C", "C", "C", "C", "C", "C", "C", "C", "C", "C", "C", "C", "C", "C", "C", "C", "C", "C", "C", "C", "C", "C", "C", "C", "C", "C", "C", "C", "C", "C", "C", "C", "H", "H", "H", "H", "H", "H", "H", "H", "H", "H", "H", "H", "H", "H", "H", "H", "H", "H", "H", "H", "H", "H", "H", "H", "H", "H", "H", "H", "H", "H", "H", "H", "H", "H", "H", "H"], "positions_angstrom": [[1.27962, 0.91058, 0.70637], [2.71026, 2.18188, 5.01230], [0.44086, 1.59014, 3.04509], [3.02368, -5.25098, 6.46794], [2.82161, -0.19795, 1.28869], [4.66043, -3.92337, 6.88999], [0.79924, -0.78413, 1.79446], [-0.50699, 1.64247, 0.12084], [0.64926, -0.57173, -0.65776], [2.80588, 2.62137, 2.48150], [3.69149, -4.26722, 6.25773], [1.89151, 1.79780, -1.22736], [2.42557, 2.44167, 1.22257], [3.29073, -3.41966, 5.14407], [2.11250, 2.13722, -3.59748], [3.06427, 3.12922, 0.29982], [-0.63695, -0.44215, -1.02746], [-1.28562, -3.76711, -2.81516], [-0.62662, -2.63615, -2.05471], [-5.19257, 3.56265, -0.47303], [2.79626, 2.80568, -1.04512], [-1.01054, 2.84263, 0.44096], [3.07709, 3.13172, -3.40997], [3.41866, 3.46739, -2.12638], [-2.66652, -3.38222, -3.35028], [1.29846, -1.68684, -0.97139], [-1.24526, 0.85438, -0.69674], [2.03586, -0.89282, 1.99963], [-2.96805, 2.54323, -0.94101], [-2.20818, 3.31543, -0.04800], [0.71428, -2.72780, -1.66588], [2.52431, -1.79347, 3.07019], [1.68999, -2.83681, 3.47704], [-4.22003, 3.11285, -1.57266], [-1.29293, -1.46479, -1.71393], [-0.40562, -4.15054, -4.01392], [4.13308, -2.39077, 4.74428], [-3.79816, 4.32590, -2.41811], [-2.46146, 1.28278, -1.23125], [2.02593, 2.13468, 3.41082], [1.59119, 1.09453, 5.93875], [3.75461, -1.57924, 3.69177], [1.56997, 1.50974, -2.49565], [-1.42353, -4.96727, -1.86549], [2.07944, -3.66699, 4.50883], [-4.93373, 2.10931, -2.48008], [-0.40979, 3.45482, 1.11233], [-0.91638, -4.90084, -4.61151], [-4.67703, 4.77327, -2.87367], [-3.36679, -3.17194, -2.54599], [-3.11472, 4.02379, -3.20906], [-2.99403, 0.63292, -1.90436], [1.30602, -3.59768, -1.89823], [-3.30502, 5.08086, -1.81247], [-4.30919, 1.82014, -3.32153], [1.46696, -4.49261, 4.84004], [-2.59440, -2.51830, -4.00794], [-1.88322, -5.79848, -2.39383], [0.83754, 0.73189, -2.66069], [0.54847, -4.56380, -3.70218], [0.75240, -2.98661, 2.96439], [-2.54464, 4.29022, 0.26160], [-0.21954, -3.28107, -4.64086], [2.05072, 0.11307, 6.01533], [-3.06775, -4.21052, -3.92834], [-4.76759, 4.35511, 0.13582], [1.45193, 1.52176, 6.92601], [3.78046, 3.88798, 0.59080], [-0.45350, -5.29123, -1.49685], [-6.10705, 3.94034, -0.92350], [-5.45125, 2.72776, 0.17441], [-5.23455, 1.22182, -1.92978], [4.15370, 4.22872, -1.92251], [-2.32894, -1.33958, -1.97487], [3.53265, 3.62154, -4.25395], [-2.04953, -4.71660, -1.01155], [-5.83258, 2.56895, -2.88070], [5.06734, -2.25570, 5.26776], [4.39613, -0.78081, 3.34899], [1.80356, 1.85848, -4.59006], [0.64660, 1.04725, 5.40740], [2.33969, -1.74014, -0.66523]], "forces_ev_per_angstrom": [[-0.079, -0.320, 0.716], [-0.066, -0.053, -0.026], [0.171, 0.226, 0.006], [-0.211, -0.404, 0.169], [1.243, -0.116, 0.006], [0.384, 0.047, 0.310], [-0.058, -0.878, 0.247], [-2.306, 0.223, -0.975], [-0.889, -0.231, -0.853], [1.389, 0.594, 0.962], [0.021, -0.066, 0.046], [0.825, 0.742, -0.328], [0.792, 1.493, -0.844], [-0.337, 0.648, -0.897], [0.240, 0.273, 0.172], [0.025, 0.035, 1.479], [0.237, -0.813, -0.333], [-0.124, -0.190, -0.109], [0.249, 0.161, 0.081], [0.135, -0.097, -0.071], [-0.276, -0.258, -1.234], [0.049, 0.377, 0.069], [-0.346, -0.367, 0.037], [-0.256, -0.220, 0.649], [0.234, -0.040, 0.120], [0.292, -0.401, -0.205], [-0.449, 0.727, 0.143], [-0.264, -1.224, 0.623], [0.446, 0.079, 0.338], [-0.113, -0.339, -0.217], [-0.183, 0.280, 0.082], [0.020, -0.114, 0.183], [0.234, 0.219, -0.071], [-0.190, 0.083, -0.100], [0.126, 0.333, 0.215], [-0.077, 0.081, 0.144], [0.020, -0.255, 0.273], [-0.030, -0.140, 0.082], [0.324, -0.150, 0.062], [-0.655, 0.072, -0.410], [0.248, 0.244, -0.131], [-0.260, -0.020, -0.266], [-0.110, -0.119, -0.306], [0.001, 0.138, -0.089], [0.162, -0.124, 0.240], [0.151, 0.137, 0.174], [-0.129, -0.227, -0.134], [-0.020, -0.092, -0.059], [-0.098, 0.075, -0.069], [-0.130, 0.059, 0.075], [0.066, -0.007, -0.104], [-0.035, -0.065, -0.062], [0.065, -0.079, -0.005], [0.037, 0.123, 0.055], [0.070, -0.098, -0.125], [-0.007, 0.017, -0.006], [-0.091, 0.115, -0.081], [-0.039, -0.109, -0.048], [0.028, -0.023, 0.102], [0.135, -0.060, 0.000], [-0.104, -0.002, 0.048], [0.017, 0.154, 0.017], [0.042, 0.056, -0.122], [-0.091, -0.091, 0.009], [-0.051, -0.059, -0.037], [0.014, 0.092, 0.112], [-0.009, 0.032, 0.063], [0.037, -0.063, 0.025], [0.097, -0.062, 0.051], [-0.070, 0.052, -0.050], [-0.056, -0.060, 0.098], [-0.055, -0.170, 0.046], [0.059, 0.106, 0.075], [-0.105, 0.024, -0.048], [0.080, 0.081, -0.109], [-0.059, 0.008, 0.093], [-0.090, 0.047, -0.054], [0.029, 0.074, -0.025], [0.018, 0.080, 0.015], [-0.100, -0.120, -0.087], [-0.066, -0.094, 0.164], [-0.127, 0.016, 0.013]], "lowdin_spin": [0.75, -0.01, -0.03, 0.00, 0.00, 0.00, 0.00, 0.01, 0.00, -0.02, 0.00, 0.03, -0.02, 0.00, 0.03, 0.14, 0.00, 0.00, 0.00, 0.00, 0.02, 0.01, 0.02, 0.02, 0.00, 0.00, 0.01, 0.01, 0.01, 0.00, 0.00, 0.00, 0.00, 0.00, 0.00, 0.00, 0.00, 0.00, 0.00, -0.01, 0.00, 0.00, 0.02, 0.00, 0.00, 0.00, 0.00, 0.00, 0.00, 0.00, 0.00, 0.00, 0.00, 0.00, 0.00, 0.00, 0.00, 0.00, 0.00, 0.00, 0.00, 0.00, 0.00, 0.00, 0.00, 0.00, 0.00, 0.01, 0.00, 0.00, 0.00, 0.00, 0.00, 0.00, 0.00, 0.00, 0.00, 0.00, 0.00, 0.00, 0.00, 0.00], "multiplicity": 2, "energy_ev": -96717.9298, "total_charge": 1, "de_lowest_ev": 0.360, "s_squared": 0.790, "gap_ev": [6.456, 6.596]}


Entry 2:
{"formula": "C22H28Cl2N2O5S", "method": "ωB97M-V/def2-TZVPD", "symbols": ["Cl", "Cl", "S", "O", "O", "O", "O", "O", "N", "N", "C", "C", "C", "C", "C", "C", "C", "C", "C", "C", "C", "C", "C", "C", "C", "C", "C", "C", "C", "C", "C", "C", "H", "H", "H", "H", "H", "H", "H", "H", "H", "H", "H", "H", "H", "H", "H", "H", "H", "H", "H", "H", "H", "H", "H", "H", "H", "H", "H", "H"], "positions_angstrom": [[-1.29569, -0.34120, 3.25786], [2.84576, -2.06867, 0.40589], [2.46915, 0.41109, -1.72716], [2.98436, -0.84643, -2.16345], [-5.07024, 2.47283, -0.22177], [-1.58604, 2.79451, 0.13530], [1.67130, 1.18898, -2.62459], [-2.47276, 1.81212, 1.94576], [-2.89792, -1.12994, -1.17970], [3.73252, 1.37034, -1.29010], [1.61956, -0.90078, 0.64025], [4.52170, 1.15261, 1.08229], [-0.25505, -0.10003, 1.92498], [-3.90005, 2.27456, -0.46087], [-0.85715, -1.14640, -2.65533], [-2.85277, 3.36835, -0.16152], [-1.59403, 1.89512, 1.12760], [-2.06602, -2.93251, 0.26811], [0.46276, 1.08435, -0.02768], [-2.09309, -4.43478, 0.51367], [5.53134, 0.36633, 1.91458], [-3.76064, -0.23962, -0.62614], [4.76239, 0.87553, -0.40968], [-4.90707, -0.63022, 0.23060], [-2.91204, -2.55084, -0.95246], [1.46586, 0.16477, -0.23929], [-1.93330, -0.45687, -1.89538], [-3.33595, 1.03836, -0.96757], [0.76326, -1.02505, 1.72518], [-0.42067, 0.97729, 1.04437], [-2.17538, 0.87946, -1.77775], [4.62601, 2.64646, 1.38256], [-2.69778, 4.00075, -1.03748], [-3.22084, 3.97170, 0.67436], [-1.03735, -2.60157, 0.10919], [6.54588, 0.66222, 1.65804], [-3.94459, -2.87395, -0.79939], [0.35179, 1.88496, -0.73976], [0.87817, -1.85013, 2.40919], [5.37605, 0.55320, 2.97408], [-1.69724, -4.97045, -0.34617], [3.51273, 0.81588, 1.34487], [4.81052, -0.19801, -0.59937], [-1.26803, -1.71396, -3.49141], [-0.16602, -0.40508, -3.04744], [-3.11047, -4.77562, 0.69159], [-5.41480, 0.26931, 0.56635], [5.61260, 3.01893, 1.11550], [-0.29299, -1.83171, -2.02299], [-5.61986, -1.23772, -0.32810], [5.71712, 1.31814, -0.71279], [-2.52311, -3.05392, -1.84120], [-4.57844, -1.19664, 1.10173], [5.42663, -0.70059, 1.73539], [3.47533, 2.33635, -1.17972], [-1.61690, 1.65972, -2.25347], [-2.44470, -2.40699, 1.14662], [-1.49045, -4.68666, 1.38214], [4.46638, 2.82845, 2.44254], [3.88030, 3.21367, 0.82917]], "forces_ev_per_angstrom": [[-0.029, -0.334, 0.392], [0.199, -0.482, 0.386], [0.202, 0.286, 0.067], [0.067, 0.064, 0.170], [0.019, 0.134, -0.007], [0.367, 0.206, -0.064], [-0.139, 0.347, 0.175], [0.054, 0.266, -0.256], [-0.140, 0.276, -0.151], [-0.659, -0.261, -0.447], [-0.327, 0.180, 0.091], [0.225, 0.022, -0.063], [0.172, 0.297, -0.416], [0.171, 0.267, 0.142], [-0.142, -0.043, 0.007], [-0.589, 0.233, 0.189], [-0.105, -0.128, 0.374], [-0.161, -0.186, -0.188], [-0.148, 0.057, 0.148], [0.051, 0.250, -0.002], [-0.279, 0.085, -0.148], [-0.173, 0.601, 0.114], [0.157, -0.368, 0.474], [0.032, -0.053, 0.047], [0.232, -0.322, 0.386], [0.371, -0.046, -0.620], [0.305, 0.305, -0.275], [-0.196, -0.831, -0.238], [0.103, 0.085, -0.137], [0.126, -0.194, 0.025], [-0.139, -0.267, -0.050], [-0.145, -0.310, -0.045], [0.006, -0.049, 0.066], [0.036, -0.103, -0.171], [0.001, 0.080, -0.014], [0.182, 0.030, -0.004], [0.066, 0.004, -0.090], [-0.125, 0.066, -0.013], [0.010, -0.079, 0.056], [0.043, 0.002, 0.125], [0.040, -0.125, -0.072], [0.081, 0.004, -0.034], [0.226, 0.011, 0.090], [0.065, -0.086, -0.070], [0.002, -0.007, -0.049], [-0.102, -0.101, 0.032], [-0.033, -0.036, 0.015], [0.142, 0.079, -0.029], [0.114, -0.106, 0.012], [-0.090, -0.038, 0.015], [-0.025, -0.076, 0.007], [-0.105, 0.019, 0.028], [-0.020, -0.082, 0.087], [0.038, -0.149, 0.007], [-0.194, 0.210, -0.104], [0.225, 0.133, -0.111], [0.007, 0.105, 0.007], [0.037, -0.114, 0.072], [-0.031, 0.098, 0.082], [-0.080, 0.172, -0.017]], "mulliken_charge": [-0.16, -0.16, 1.35, -0.67, -0.64, -0.32, -0.71, -0.64, 0.40, -0.23, 0.68, 1.95, 0.99, 0.31, -1.92, -0.71, 0.11, 1.17, -0.31, -1.67, -1.75, 0.36, -1.19, -1.94, -1.46, 0.16, 0.73, 1.11, -1.08, -0.78, -0.68, -1.64, 0.40, 0.33, -0.33, 0.39, 0.38, 0.56, 0.49, 0.42, 0.37, -0.45, 0.43, 0.48, 0.36, 0.38, 0.42, 0.35, 0.35, 0.39, 0.39, 0.40, 0.31, 0.37, 0.31, 0.49, 0.16, 0.42, 0.44, 0.38], "energy_ev": -72366.8128, "de_lowest_ev": 0.003, "gap_ev": 7.726, "smiles": "CCCn1c(C)cc(C(=O)COC(=O)c2cc(S(=O)(=O)NCC(C)C)c(Cl)cc2Cl)c1C"}